## 1
64
Properties=species:S:1:pos:R:3:mulliken_charge:R:1 method="wB97M-V/def2-TZVPD" lumo_energy_ev=0.18 mol_weight_g_mol=506.52 homo_lumo_gap_ev=8.945 total_charge=0
K 0.308 -0.637 0.393 0.96
C 2.018 2.759 -3.569 -1.59
C 1.546 2.847 -2.146 0.25
C 0.189 2.815 -1.846 0.02
C -0.268 2.929 -0.537 0.23
C -1.742 2.958 -0.258 -1.19
C 0.663 3.035 0.489 -0.61
C 2.027 3.038 0.225 0.62
C 3.027 3.145 1.339 -1.71
C 2.453 2.957 -1.097 -0.28
H 1.882 3.712 -4.084 0.44
H 1.463 2.008 -4.134 0.34
H 3.076 2.504 -3.625 0.32
H -0.534 2.713 -2.648 0.57
H -2.152 3.957 -0.422 0.45
H -1.968 2.694 0.773 0.24
H -2.273 2.264 -0.909 0.08
H 0.313 3.088 1.514 0.44
H 3.350 4.178 1.487 0.35
H 3.918 2.554 1.124 0.39
H 2.610 2.793 2.283 0.34
H 3.517 2.962 -1.312 0.40
C -3.496 -0.430 4.060 -1.79
C -2.313 -1.140 3.417 0.96
O -2.080 -2.330 4.188 -0.65
P -0.771 -0.167 3.501 1.08
O -1.090 1.197 2.769 -0.61
O -0.575 0.337 4.984 -0.57
O 0.353 -0.950 2.944 -0.84
P -2.687 -1.525 1.638 0.70
O -1.706 -2.819 1.399 -0.45
O -4.091 -1.906 1.381 -0.85
O -2.022 -0.402 0.878 -0.54
H -3.257 -0.168 5.091 0.44
H -4.343 -1.114 4.042 0.42
H -3.777 0.477 3.526 0.32
H -1.430 -2.852 3.700 0.40
H -1.532 0.969 1.922 0.22
H -0.148 -0.311 5.549 0.39
H -2.202 -3.640 1.363 0.26
N 1.722 -3.003 0.329 -0.44
C 1.945 -3.624 -0.970 -0.58
C 2.935 -2.858 -1.839 -0.79
C 2.485 -1.527 -2.433 -0.44
N 2.542 -0.408 -1.486 -0.18
H 2.553 -3.025 0.909 0.19
H 0.990 -3.468 0.853 0.15
H 0.981 -3.667 -1.486 0.25
H 2.301 -4.661 -0.883 0.38
H 3.184 -3.513 -2.681 0.37
H 3.879 -2.728 -1.296 0.29
H 1.449 -1.616 -2.772 0.25
H 3.097 -1.331 -3.325 0.42
H 2.217 0.440 -1.938 -0.09
H 3.501 -0.212 -1.217 0.24
N -3.187 -1.437 -1.651 0.00
C -3.026 -0.240 -2.298 -0.40
C -1.768 -0.270 -2.820 -0.42
N -1.156 -1.470 -2.528 -0.30
C -2.039 -2.129 -1.823 -0.54
H -3.890 -1.659 -0.959 0.32
H -3.798 0.508 -2.313 0.47
H -1.286 0.487 -3.415 0.44
H -1.892 -3.088 -1.354 0.47



## 2
64
Properties=species:S:1:pos:R:3:mulliken_charge:R:1 method="wB97M-V/def2-TZVPD" lumo_energy_ev=0.19 mol_weight_g_mol=506.52 homo_lumo_gap_ev=9.057 total_charge=0
K 0.043 0.337 -0.389 1.26
C -1.525 0.814 -3.889 -1.67
C -1.679 -0.387 -2.991 0.46
C -0.786 -1.452 -3.070 -0.29
C -0.911 -2.564 -2.242 0.68
C 0.044 -3.720 -2.379 -1.71
C -1.942 -2.585 -1.306 -0.12
C -2.850 -1.534 -1.201 0.70
C -3.955 -1.556 -0.178 -1.62
C -2.707 -0.443 -2.055 -0.41
H -0.489 0.928 -4.209 0.26
H -1.827 1.725 -3.374 0.30
H -2.146 0.709 -4.781 0.41
H 0.037 -1.406 -3.777 0.33
H -0.172 -4.285 -3.289 0.45
H -0.037 -4.405 -1.535 0.33
H 1.072 -3.364 -2.438 0.35
H -2.041 -3.439 -0.643 0.28
H -4.929 -1.638 -0.663 0.47
H -3.943 -0.635 0.406 0.25
H -3.845 -2.399 0.503 0.32
H -3.389 0.396 -1.958 0.36
C -0.015 1.794 4.344 -1.77
C -0.865 0.723 3.666 1.11
O -1.576 -0.044 4.647 -0.67
P 0.212 -0.477 2.830 0.74
O -0.710 -1.539 2.083 -0.48
O 0.828 -1.347 4.019 -0.57
O 1.264 0.130 1.993 -0.90
P -2.127 1.410 2.478 0.81
O -1.668 2.943 2.182 -0.54
O -3.396 1.382 3.252 -0.96
O -1.955 0.696 1.166 -0.55
H 0.645 1.333 5.081 0.40
H -0.669 2.497 4.862 0.42
H 0.585 2.329 3.610 0.23
H -2.511 0.223 4.552 0.44
H -1.440 -1.082 1.614 0.27
H 0.131 -1.547 4.665 0.38
H -2.129 3.533 2.790 0.32
N 2.072 0.971 -2.312 -0.34
C 2.898 1.815 -1.445 -0.59
C 2.345 3.225 -1.223 -0.78
C 1.140 3.392 -0.295 -0.41
N -0.142 3.091 -0.943 -0.46
H 2.335 -0.007 -2.227 0.15
H 2.153 1.243 -3.283 0.24
H 3.914 1.937 -1.844 0.42
H 2.993 1.310 -0.478 0.25
H 2.121 3.683 -2.193 0.31
H 3.164 3.810 -0.793 0.40
H 1.167 4.418 0.093 0.45
H 1.242 2.735 0.574 0.07
H -0.348 3.781 -1.654 0.25
H -0.890 3.147 -0.255 0.10
N 3.917 -2.274 0.790 -0.03
C 2.749 -2.859 1.205 -0.70
C 1.832 -2.550 0.250 -0.16
N 2.401 -1.751 -0.717 -0.08
C 3.653 -1.604 -0.356 -0.48
H 4.798 -2.302 1.272 0.20
H 2.673 -3.417 2.122 0.46
H 0.789 -2.817 0.220 0.25
H 4.399 -1.031 -0.883 0.46



Quick one: most stable of them? 2